(1)
98
Properties=species:S:1:pos:R:3:forces:R:3:lowdin_spin:R:1 method="wB97M-V/def2-TZVPD" charge=+2 lumo_ev="-4.391 / -7.181" homo_lumo_gap_ev="8.13 / 6.40" multiplicity=3 s2=2.06 energy_ev=-75778.7189
Au -0.025 -0.241 -0.414 0.164 -0.407 -0.239 0.395
C -3.756 -1.866 -1.609 -0.014 -0.021 0.021 0.000
C -3.479 -1.647 -0.120 0.030 0.312 -0.060 0.009
C -3.940 -0.260 0.347 0.025 -0.052 -0.056 0.001
P -1.691 -1.809 0.216 0.014 -0.226 0.217 0.074
C -1.169 -3.499 -0.321 0.009 0.011 0.102 0.018
C -2.075 -4.626 0.173 0.009 -0.006 -0.088 0.004
C 0.288 -3.759 0.073 -0.063 0.018 -0.014 0.004
C -1.499 -1.807 2.033 -0.040 0.030 -0.078 0.095
C -2.318 -2.587 2.834 -0.013 -0.003 0.016 0.001
C -2.109 -2.723 4.209 -0.018 -0.024 0.009 0.111
C -3.013 -3.569 5.056 0.023 0.076 0.000 0.020
C -1.009 -2.065 4.770 -0.036 -0.035 0.047 -0.015
C -0.203 -1.249 4.012 0.061 0.014 -0.031 0.093
C -0.461 -1.050 2.636 0.129 0.072 0.043 0.026
N 0.283 -0.203 1.862 -0.130 0.117 -0.042 0.528
C 1.063 0.839 2.303 -0.022 -0.060 0.041 0.030
C 0.862 1.511 3.523 -0.046 -0.032 -0.020 0.093
C 1.695 2.543 3.901 0.042 0.048 -0.006 -0.010
C 2.752 2.961 3.091 -0.004 0.041 0.031 0.102
C 3.674 4.068 3.512 -0.049 -0.011 -0.063 0.018
C 2.905 2.343 1.843 0.034 0.013 -0.012 -0.004
C 2.081 1.316 1.432 -0.054 -0.118 -0.033 0.079
P 2.229 0.503 -0.192 0.093 0.240 0.111 0.056
C 2.869 1.745 -1.370 -0.249 0.019 -0.068 0.005
C 1.892 2.924 -1.450 0.027 -0.050 -0.009 -0.001
C 3.020 1.063 -2.734 0.054 -0.034 0.018 0.000
C 3.530 -0.789 0.042 -0.025 0.030 0.013 0.015
C 4.932 -0.177 0.082 -0.009 -0.074 0.007 0.004
C 3.263 -1.607 1.309 -0.020 0.021 -0.033 0.002
H -4.819 -1.719 -1.803 0.008 -0.013 0.002 0.000
H -3.200 -1.151 -2.218 -0.019 -0.022 0.006 -0.001
H -3.499 -2.876 -1.932 -0.004 0.028 -0.005 0.000
H -3.988 -2.417 0.461 -0.034 -0.031 0.033 0.002
H -3.351 0.522 -0.141 -0.038 -0.043 0.019 0.000
H -4.989 -0.110 0.089 0.013 -0.037 0.023 0.000
H -3.835 -0.142 1.427 -0.002 -0.001 -0.014 0.000
H -1.231 -3.445 -1.413 -0.024 0.021 -0.041 0.001
H -1.981 -4.760 1.251 -0.004 -0.002 -0.010 0.000
H -3.125 -4.467 -0.074 0.021 -0.007 0.013 0.000
H -1.767 -5.562 -0.297 -0.012 0.013 0.018 0.001
H 0.383 -3.845 1.159 0.016 0.018 -0.023 0.001
H 0.629 -4.698 -0.366 -0.027 0.004 0.030 0.000
H 0.953 -2.964 -0.270 0.002 -0.006 -0.014 0.003
H -3.147 -3.124 2.390 0.010 -0.004 0.006 -0.002
H -3.685 -4.174 4.451 0.015 -0.006 0.000 0.000
H -2.436 -4.226 5.708 -0.002 -0.004 -0.028 0.004
H -3.624 -2.935 5.704 0.007 -0.003 -0.019 0.008
H -0.786 -2.204 5.821 0.002 -0.001 -0.040 -0.002
H 0.661 -0.782 4.462 -0.018 -0.039 0.006 0.004
H 0.014 1.251 4.143 0.036 0.017 0.006 0.003
H 1.515 3.052 4.840 0.009 -0.029 -0.014 -0.002
H 3.529 4.334 4.556 -0.002 -0.010 -0.002 0.000
H 4.716 3.782 3.368 -0.009 -0.009 0.012 0.005
H 3.500 4.963 2.908 -0.006 -0.015 0.010 0.007
H 3.689 2.700 1.184 0.003 -0.010 0.022 -0.002
H 3.845 2.083 -1.021 0.040 0.033 0.001 0.002
H 0.874 2.565 -1.628 0.051 0.020 -0.020 -0.001
H 1.885 3.519 -0.536 -0.010 -0.021 0.003 0.000
H 2.171 3.579 -2.277 0.023 -0.007 0.030 0.000
H 2.052 0.693 -3.081 0.042 0.031 0.016 -0.001
H 3.395 1.781 -3.465 0.000 0.000 0.010 0.000
H 3.718 0.223 -2.705 -0.013 0.024 -0.009 0.000
H 3.442 -1.447 -0.826 -0.013 0.006 -0.052 0.001
H 5.008 0.583 0.863 0.009 -0.018 -0.006 0.000
H 5.654 -0.960 0.321 0.005 0.015 -0.013 0.001
H 5.227 0.264 -0.869 -0.004 0.011 0.017 0.000
H 3.507 -1.025 2.199 -0.024 -0.004 -0.007 0.000
H 2.226 -1.937 1.389 0.007 -0.011 -0.019 0.000
H 3.897 -2.495 1.305 0.016 0.026 0.013 0.000
C -0.279 1.937 -5.464 0.013 -0.043 0.030 0.004
N 0.058 0.534 -5.297 -0.103 -0.003 -0.027 0.016
C 0.545 -0.274 -6.424 -0.025 0.014 0.066 0.002
C 0.656 -1.689 -5.828 0.002 0.069 0.107 0.000
N 0.242 -1.466 -4.436 0.061 -0.108 -0.042 0.003
C -0.157 -0.208 -4.216 0.182 -0.056 0.063 0.028
S -0.873 0.375 -2.779 -0.151 0.206 0.007 0.156
H 0.469 2.405 -6.101 0.015 -0.007 0.006 0.000
H -0.286 2.425 -4.494 0.013 -0.010 0.016 0.002
H -1.261 2.050 -5.926 0.006 -0.022 -0.020 0.000
H 1.506 0.108 -6.764 0.031 0.036 0.000 0.001
H -0.157 -0.220 -7.255 -0.035 0.000 -0.012 0.000
H 1.671 -2.073 -5.870 0.032 -0.012 0.001 0.000
H -0.007 -2.398 -6.319 -0.038 -0.008 -0.009 0.000
H -0.008 -2.209 -3.809 0.003 0.028 0.039 0.000
C -2.610 4.118 -0.118 -0.049 -0.038 0.023 0.000
C -2.909 3.452 1.225 0.032 0.050 -0.021 0.000
C -1.734 2.504 1.364 -0.034 -0.069 -0.095 0.000
O -1.425 2.060 0.028 -0.056 0.214 -0.005 -0.002
C -2.020 2.972 -0.929 0.053 -0.032 0.106 0.000
H -1.879 4.918 0.008 -0.001 0.000 -0.004 0.000
H -3.496 4.532 -0.595 0.024 0.043 0.018 0.000
H -3.849 2.899 1.182 0.008 0.000 0.006 0.000
H -2.958 4.161 2.051 -0.056 -0.018 -0.023 0.000
H -1.954 1.624 1.972 0.024 -0.015 -0.007 0.000
H -0.863 3.017 1.781 0.065 0.007 0.018 0.001
H -2.789 2.433 -1.487 -0.021 -0.032 -0.011 0.000
H -1.251 3.297 -1.629 0.012 -0.017 -0.012 0.000

---

(2)
80
Properties=species:S:1:pos:R:3:forces:R:3:mulliken_charge:R:1 method="wB97M-V/def2-TZVPD" charge=+1 lumo_ev=-4.392 homo_lumo_gap_ev=7.40 energy_ev=-216211.6297
C 3.853 0.569 -0.328 0.755 -0.341 0.072 -1.233
C 4.203 -0.645 -1.190 0.223 -0.072 0.691 0.918
C 4.342 -1.900 -0.329 -0.841 -0.014 -0.108 -1.709
C 3.265 -0.775 -2.374 0.544 -0.122 -0.267 -1.340
N 1.872 -1.109 -2.001 -0.516 0.525 -0.251 0.546
C 1.521 -2.309 -1.545 -0.126 -0.438 0.286 -0.693
C 0.205 -2.614 -1.217 0.326 0.445 -0.048 -0.903
Br -0.032 -4.341 -0.536 -0.058 -0.029 0.225 -0.010
C -0.805 -1.661 -1.374 0.378 -0.570 -0.147 1.291
P -2.618 -1.931 -0.990 -0.339 0.623 -0.023 -0.090
O -2.405 -2.328 0.568 -0.076 -0.270 0.010 -0.050
I -3.285 -3.998 -2.095 0.211 -0.015 -0.142 -0.072
C -0.401 -0.398 -1.860 -0.300 -0.693 0.061 -0.131
C -1.397 0.706 -2.084 -0.049 0.070 -0.056 -1.837
C -1.432 1.683 -0.930 0.012 -0.464 -0.148 0.778
O -1.083 2.796 -1.026 0.309 1.166 0.036 -0.425
Br -2.040 1.002 0.774 0.027 -0.278 -0.105 0.000
C 0.929 -0.167 -2.158 -0.600 0.198 0.161 -0.126
H 4.374 0.468 0.620 -0.089 -0.009 0.250 0.420
H 4.254 1.462 -0.783 -0.350 0.339 -0.161 0.263
H 2.790 0.670 -0.122 -0.146 0.071 -0.021 0.264
H 5.188 -0.464 -1.616 0.050 0.080 -0.302 0.481
H 5.158 -1.797 0.372 0.266 0.002 0.014 0.476
H 3.439 -2.016 0.275 -0.029 -0.077 0.176 0.419
H 4.452 -2.813 -0.910 0.264 -0.055 -0.096 0.309
H 3.618 -1.518 -3.084 -0.138 -0.220 0.111 0.327
H 3.232 0.177 -2.890 -0.169 0.179 -0.066 0.434
H 2.291 -3.053 -1.448 0.152 0.020 -0.097 0.982
H -3.175 -2.017 1.070 0.132 0.049 0.263 0.218
H -2.397 0.321 -2.244 -0.162 -0.181 0.090 0.617
H -1.145 1.284 -2.967 0.182 0.150 -0.065 0.429
H 1.223 0.801 -2.528 0.328 0.071 -0.048 0.474
C 2.078 -4.282 -6.760 0.031 0.034 0.026 -0.458
C 2.870 -3.862 -5.777 0.028 0.003 0.016 -0.436
C 2.504 -4.075 -4.358 -0.101 -0.088 -0.179 0.613
O 3.214 -3.671 -3.453 0.047 -0.027 -0.055 -0.567
C 1.232 -4.776 -4.069 0.044 0.034 0.042 -0.178
C 0.434 -5.192 -5.048 -0.003 0.003 0.051 -0.480
C 0.795 -4.979 -6.475 -0.006 -0.030 -0.030 0.291
O 0.073 -5.358 -7.367 -0.003 0.020 0.008 -0.512
H 2.322 -4.136 -7.805 -0.026 -0.019 -0.010 0.426
H 3.805 -3.349 -5.962 0.016 -0.023 0.017 0.452
H 0.997 -4.921 -3.021 0.007 -0.076 -0.085 0.442
H -0.502 -5.702 -4.859 -0.001 -0.002 -0.033 0.469
C -2.338 -3.918 4.758 0.006 0.020 -0.053 -0.455
C -2.416 -2.912 3.892 -0.010 0.055 -0.023 -0.305
C -3.232 -1.708 4.187 -0.070 0.071 0.298 0.407
O -3.317 -0.778 3.405 0.104 -0.236 -0.429 -0.449
C -3.950 -1.663 5.482 -0.069 -0.005 0.051 -0.327
C -3.872 -2.669 6.349 0.001 0.025 -0.042 -0.412
C -3.060 -3.877 6.058 -0.025 0.002 0.074 0.273
O -2.983 -4.794 6.843 0.013 -0.014 -0.024 -0.526
H -1.749 -4.806 4.566 -0.006 -0.011 0.035 0.429
H -1.891 -2.925 2.946 0.034 0.020 -0.043 0.535
H -4.531 -0.769 5.673 0.065 0.025 -0.032 0.388
H -4.389 -2.657 7.300 0.009 -0.028 0.009 0.430
C -3.682 2.608 3.415 0.041 -0.032 0.006 0.429
C -3.765 3.680 2.632 0.007 -0.047 0.027 -0.185
C -4.441 4.922 3.084 -0.014 0.039 -0.016 0.188
O -4.514 5.893 2.365 0.012 -0.006 -0.011 -0.538
C -5.023 4.924 4.450 -0.012 -0.021 0.046 -0.475
C -4.941 3.855 5.237 -0.007 0.029 -0.024 -0.407
C -4.265 2.613 4.785 0.001 0.041 -0.041 0.185
O -4.190 1.643 5.509 0.009 -0.027 0.009 -0.473
H -3.192 1.695 3.094 -0.155 0.075 0.249 -0.062
H -3.347 3.701 1.633 -0.007 0.034 -0.002 0.401
H -5.511 5.839 4.761 0.006 0.014 -0.029 0.411
H -5.358 3.836 6.236 0.012 -0.034 0.006 0.439
C 3.596 5.644 -1.661 0.029 0.013 -0.001 -0.321
C 3.358 6.838 -1.125 0.017 -0.036 -0.031 -0.401
C 2.419 6.996 0.017 -0.007 0.020 0.006 0.300
O 2.200 8.080 0.505 0.002 0.006 0.006 -0.519
C 1.760 5.769 0.536 -0.011 -0.052 0.006 -0.541
C 2.001 4.577 -0.003 -0.005 -0.001 0.000 -0.118
C 2.937 4.424 -1.141 -0.014 0.055 0.005 0.386
O 3.157 3.331 -1.631 -0.141 0.008 -0.096 -0.500
H 4.274 5.506 -2.493 -0.003 -0.027 0.001 0.428
H 3.828 7.743 -1.488 -0.019 0.021 0.022 0.411
H 1.081 5.905 1.368 0.002 0.038 -0.002 0.443
H 1.530 3.672 0.360 0.000 -0.005 -0.020 0.445

---

(3)
24
Properties=species:S:1:pos:R:3:forces:R:3:mulliken_charge:R:1 method="wB97M-V/def2-TZVPD" charge=0 lumo_ev="0.208 / 0.208" homo_lumo_gap_ev="8.33 / 8.33" energy_ev=-18039.9863
C 1.811 -1.648 -0.003 -2.174 0.466 0.638 0.576
C -1.851 -0.614 0.349 1.306 -1.292 -0.197 -0.186
C 0.847 -0.849 0.382 -0.392 1.412 -0.299 -0.515
C 0.234 0.533 0.179 1.422 0.677 -1.574 1.687
C 2.123 -2.852 -0.737 2.372 0.632 -0.519 -1.186
C 0.529 0.997 -1.301 -0.312 0.192 1.125 -1.448
C 0.784 1.682 1.014 1.913 0.635 0.631 -2.017
N -1.239 0.496 0.293 -1.207 -0.475 0.726 0.482
N -1.859 1.762 0.243 -0.384 -0.413 -1.054 -0.655
N -3.215 -0.735 0.347 -1.574 0.671 -0.027 0.893
O -3.785 -0.823 1.459 0.487 0.060 -1.804 -0.564
O 2.283 -1.075 1.104 1.164 0.095 0.865 -0.561
O -3.735 -0.811 -0.793 0.285 0.021 1.837 -0.550
H 1.697 -2.814 -1.705 -0.689 -0.165 -0.876 0.327
H 1.834 -3.706 -0.193 -0.700 -1.026 0.699 0.310
H 3.212 -2.961 -0.871 -0.246 0.193 0.085 0.352
H -0.335 1.573 -1.538 -0.603 0.689 -0.574 0.444
H 0.469 0.104 -1.911 0.791 0.180 -0.533 0.404
H 1.387 1.727 -1.324 -0.482 -1.526 -0.362 0.324
H 0.674 1.602 2.078 -0.829 -0.209 0.689 0.398
H 0.497 2.727 0.690 0.136 -1.367 0.049 0.564
H 1.899 1.659 0.983 -0.708 -0.073 -0.534 0.431
H -2.873 1.686 0.356 0.598 -0.021 0.204 0.274
H -1.391 2.339 0.899 -0.175 0.642 0.805 0.218

---

(4)
18
Properties=species:S:1:pos:R:3:forces:R:3:mulliken_charge:R:1 method="wB97M-V/def2-TZVPD" charge=0 lumo_ev=-3.468 homo_lumo_gap_ev=5.02 energy_ev=-20168.1482
N 0.224 -2.075 -4.165 -0.148 0.564 0.793 -0.658
C 0.110 0.577 0.421 2.546 0.663 -3.882 -0.381
C 0.961 0.836 -0.769 -0.769 -0.756 -0.123 -0.571
S -0.038 0.947 -2.332 1.088 -0.373 1.874 -0.269
C 0.653 -0.149 1.495 -0.877 -3.628 5.421 0.699
N -0.412 -0.262 2.652 2.842 0.915 -3.733 -0.283
C -1.417 0.803 2.847 2.935 -0.557 -1.053 -0.638
O 1.725 -0.795 1.653 -2.966 2.429 -1.217 -0.578
H 0.984 -1.388 -3.972 -1.051 -0.702 -0.494 0.212
H -0.581 -1.831 -3.550 0.962 -0.153 -0.837 0.239
H -0.074 -2.060 -5.142 0.245 0.284 0.520 0.219
H -0.868 0.988 0.368 -0.380 0.146 0.165 0.201
H 1.473 1.774 -0.572 -0.011 1.027 -0.123 0.341
H 1.924 0.222 -0.808 -1.328 0.120 0.076 0.376
H 0.095 -0.713 3.367 0.200 -0.272 1.468 0.258
H -1.649 0.921 1.808 -1.878 0.471 0.195 0.223
H -0.994 1.751 3.161 0.170 0.172 0.413 0.269
H -2.115 0.453 3.539 -1.579 -0.350 0.536 0.342

---

(5)
20
Properties=species:S:1:pos:R:3:forces:R:3:mulliken_charge:R:1 method="wB97M-V/def2-TZVPD" charge=0 lumo_ev=-0.173 homo_lumo_gap_ev=6.73 energy_ev=-7915.7769
C 1.561 -2.244 -0.042 0.862 0.320 -0.750 -0.983
C 0.326 -2.153 0.835 0.475 0.190 0.845 -0.484
C -0.097 -0.680 1.085 0.440 -2.768 -1.046 -0.670
C -0.268 0.052 -0.262 0.316 3.798 1.631 -0.177
C 0.379 1.242 -0.496 2.137 -0.392 1.717 -0.519
N -0.291 2.533 -0.209 -0.765 -0.553 -1.456 -0.398
C -1.580 2.457 -0.936 -0.912 0.025 0.317 -0.917
H 1.328 -1.745 -1.041 0.510 -0.796 1.122 0.269
H 1.949 -3.290 -0.183 -0.644 0.930 -0.048 0.324
H 2.407 -1.686 0.427 -0.525 -0.225 -0.366 0.249
H -0.488 -2.598 0.306 -0.678 -0.706 -0.172 0.288
H 0.517 -2.705 1.777 -0.341 0.310 -0.340 0.321
H -1.047 -0.680 1.687 0.778 0.267 -0.698 0.233
H 0.711 -0.209 1.685 -0.528 0.226 -0.643 0.334
H -0.581 0.635 -1.248 -2.169 -2.377 0.112 0.368
H 1.431 1.287 -0.782 0.453 0.649 0.808 0.386
H -0.477 2.494 0.816 0.025 -0.210 -1.115 0.361
H -1.405 2.618 -2.000 0.160 -0.048 -0.037 0.294
H -2.088 1.459 -0.792 0.367 1.055 -0.133 0.378
H -2.288 3.214 -0.627 0.040 0.303 0.253 0.342